[1]
A single C3H3BrS molecule in a non-equilibrium geometry. Source: OMol25; level of theory: ωB97M-V with the def2-TZVPD basis set.

Summary:
- Frontier orbital gap: 8.4 eV
- M: 151.0 g mol⁻¹
- Charge: 0
- E: -3088.16248 Ha
- Energy relative to the best compared isomer or geometry (same formula, charge and spin): 226.7 kJ/mol
- SMILES string: BrCC1=CS1

Cartesian coordinates (Å):
Br  -1.619  -1.331  0.562
C  -0.746  0.226  1.221
C  0.929  0.089  0.628
C  2.068  -0.526  0.612
S  1.978  0.967  -0.560
H  -0.979  1.215  0.559
H  -0.736  0.457  2.287
H  2.442  -1.475  0.798


[2]
C13H27AlN3O3S as an isolated structure in a non-equilibrium geometry. Source: OMol25; level of theory: ωB97M-V with the def2-TZVPD basis set.

Summary:
- Frontier orbital gap: 7.3 eV
- M: 332.4 g mol⁻¹
- Charge: -1
- E: -1542.06673 Ha

Cartesian coordinates (Å):
N  3.130  -1.387  1.298
C  2.820  -0.043  0.706
Al  0.834  0.429  0.614
C  -0.226  -0.655  -0.775
C  -0.837  -1.952  -0.107
S  -2.642  -2.118  -0.616
C  -3.473  -1.181  0.704
N  -3.812  -1.572  1.938
N  -4.363  -0.431  2.478
C  -4.333  0.556  1.592
O  -3.763  0.119  0.398
H  3.924  -1.284  1.936
H  2.372  -1.737  1.885
H  3.340  0.069  -0.288
H  3.294  0.732  1.392
H  0.766  1.982  0.154
H  0.081  0.363  2.029
H  -1.027  0.043  -1.155
H  0.400  -0.985  -1.644
H  -0.837  -1.769  1.006
H  -0.262  -2.889  -0.291
H  -4.690  1.597  1.658
C  0.369  -3.660  -5.203
C  -0.399  -4.810  -4.581
C  -0.048  -4.662  -3.111
O  0.166  -3.266  -2.876
C  0.244  -2.588  -4.134
H  -0.021  -3.343  -6.172
H  1.419  -3.940  -5.332
H  -1.473  -4.661  -4.726
H  -0.133  -5.788  -4.987
H  0.880  -5.191  -2.868
H  -0.839  -5.026  -2.452
H  -0.676  -2.007  -4.260
H  1.091  -1.900  -4.128
C  0.365  5.501  3.854
C  1.664  5.230  3.120
C  1.395  3.869  2.498
O  -0.014  3.805  2.246
C  -0.658  4.893  2.909
H  0.185  6.558  4.055
H  0.358  4.965  4.808
H  1.810  5.978  2.334
H  2.544  5.237  3.765
H  1.652  3.059  3.188
H  1.942  3.717  1.567
H  -0.971  5.616  2.146
H  -1.547  4.530  3.430


[3]
C50H44N8O6PSSeW as an isolated structure in a non-equilibrium geometry. Source: OMol25; level of theory: ωB97M-V with the def2-TZVPD basis set.

Summary:
- Frontier orbital gap: 5.4 eV
- M: 1178.8 g mol⁻¹
- Charge: +1
- E: -6029.17586 Ha
- Energy relative to the best compared isomer or geometry (same formula, charge and spin): 0.0 kJ/mol

Cartesian coordinates (Å):
W  -22.101  5.121  -9.206
O  -21.802  5.871  -11.007
C  -21.140  5.762  -12.162
C  -21.573  6.378  -13.330
C  -20.853  6.254  -14.479
C  -19.661  5.471  -14.552
C  -19.200  4.890  -13.420
C  -19.939  5.018  -12.212
C  -19.492  4.428  -11.027
N  -20.111  4.464  -9.847
N  -19.414  3.668  -8.934
C  -20.032  3.712  -7.795
O  -21.104  4.387  -7.642
C  -19.424  2.981  -6.703
C  -18.135  2.452  -6.838
C  -17.565  1.821  -5.772
C  -18.206  1.679  -4.556
C  -19.464  2.258  -4.395
C  -20.106  2.874  -5.480
H  -22.389  7.068  -13.352
H  -21.215  6.715  -15.376
H  -19.167  5.357  -15.503
H  -18.319  4.282  -13.448
H  -18.508  3.930  -11.069
H  -17.538  2.539  -7.757
H  -16.614  1.339  -5.854
H  -17.681  1.233  -3.759
H  -19.927  2.290  -3.410
H  -21.108  3.216  -5.411
O  -27.152  9.528  -11.500
C  -27.193  9.011  -10.315
O  -27.966  9.110  -9.357
C  -26.058  7.949  -10.117
C  -24.975  8.052  -10.967
C  -23.820  7.339  -10.749
N  -23.761  6.486  -9.706
C  -24.806  6.392  -8.899
C  -25.961  7.075  -9.067
C  -24.533  5.574  -7.671
O  -25.336  5.095  -6.944
O  -23.238  5.325  -7.561
H  -25.155  8.749  -11.756
H  -22.931  7.571  -11.342
H  -26.755  6.889  -8.371
N  -22.849  3.601  -9.566
P  -23.253  2.041  -9.633
C  -23.350  1.406  -7.962
C  -23.937  2.213  -6.988
C  -24.002  1.753  -5.695
C  -23.437  0.538  -5.385
C  -22.805  -0.260  -6.337
C  -22.784  0.182  -7.656
C  -24.792  1.897  -10.564
C  -25.131  2.751  -11.630
C  -26.294  2.558  -12.351
C  -27.102  1.486  -12.097
C  -26.764  0.627  -11.076
C  -25.625  0.836  -10.284
C  -21.960  1.192  -10.513
C  -20.720  1.142  -9.913
C  -19.685  0.480  -10.560
C  -19.897  -0.129  -11.774
C  -21.150  -0.062  -12.404
C  -22.180  0.645  -11.777
H  -24.396  3.167  -7.190
H  -24.511  2.377  -4.996
H  -23.529  0.180  -4.366
H  -22.436  -1.232  -6.099
H  -22.228  -0.383  -8.387
H  -24.513  3.616  -11.884
H  -26.566  3.279  -13.090
H  -27.965  1.241  -12.707
H  -27.390  -0.244  -10.875
H  -25.363  0.175  -9.470
H  -20.584  1.563  -8.943
H  -18.683  0.435  -10.112
H  -19.109  -0.792  -12.167
H  -21.297  -0.509  -13.383
H  -23.171  0.663  -12.171
Se  -19.528  6.761  -7.976
N  -21.233  7.051  -8.420
C  -21.636  8.160  -7.824
C  -22.887  8.858  -7.994
C  -23.095  9.957  -7.223
C  -22.079  10.544  -6.354
C  -20.868  9.961  -6.222
C  -20.639  8.756  -6.939
N  -19.500  8.095  -6.860
H  -23.681  8.489  -8.653
H  -24.041  10.473  -7.284
H  -22.375  11.434  -5.806
H  -20.025  10.311  -5.638
C  -18.415  11.251  -15.177
C  -18.659  9.876  -14.481
N  -18.975  9.926  -13.061
C  -20.253  9.906  -12.549
S  -20.601  9.099  -11.123
N  -21.152  10.510  -13.326
C  -22.543  10.771  -12.980
C  -23.563  10.482  -14.094
H  -18.098  11.099  -16.207
H  -17.653  11.809  -14.635
H  -19.278  11.927  -15.149
H  -17.721  9.329  -14.588
H  -19.418  9.325  -14.987
H  -18.298  9.514  -12.415
H  -20.775  10.996  -14.126
H  -22.566  11.820  -12.669
H  -22.767  10.138  -12.112
H  -23.455  11.130  -14.932
H  -24.574  10.665  -13.731
H  -23.448  9.470  -14.422


[4]
A single C4H7NOS molecule in a non-equilibrium geometry. Source: OMol25; level of theory: ωB97M-V with the def2-TZVPD basis set.

Summary:
- Frontier orbital gap: 9.4 eV
- M: 117.2 g mol⁻¹
- Charge: 0
- E: -684.75632 Ha
- Energy relative to the best compared isomer or geometry (same formula, charge and spin): 133.3 kJ/mol
- SMILES string: NC(=O)[C@@H]1C[C@H]1S

Cartesian coordinates (Å):
N  -2.275  0.954  -0.093
C  -1.355  0.090  0.295
O  -1.571  -0.884  0.949
C  -0.047  0.242  -0.388
C  0.674  -1.031  -0.803
C  1.243  -0.518  0.414
S  2.781  0.384  0.233
H  -1.993  1.723  -0.643
H  -3.241  1.029  0.378
H  0.491  1.121  -0.915
H  0.086  -1.903  -0.583
H  1.258  -1.116  -1.765
H  0.978  -0.907  1.409
H  2.971  0.815  1.512


[5]
CNO5S2Sm as an isolated structure in a non-equilibrium geometry. Source: OMol25; level of theory: ωB97M-V with the def2-TZVPD basis set.

Summary:
- Frontier orbital gap (spin up / spin down): 6.4 / 7.4 eV
- M: 320.5 g mol⁻¹
- Expectation value of S²: 12.016
- Charge: +1
- E: -1923.13707 Ha
- Energy relative to the best compared isomer or geometry (same formula, charge and spin): 21.3 kJ/mol
- 2S+1: 7

Cartesian coordinates (Å):
Sm  -0.602  0.978  1.460
N  -0.990  -0.384  -0.639
S  0.492  -1.241  -0.317
O  0.721  -0.721  1.149
S  -2.349  -0.900  0.069
O  -2.413  -0.060  1.394
O  1.458  -0.477  -1.207
C  2.059  2.270  -0.665
O  1.460  2.450  0.336
O  2.328  2.576  -1.750


[6]
A single C23H24ClN3O4 molecule in a non-equilibrium geometry. Source: OMol25; level of theory: ωB97M-V with the def2-TZVPD basis set.

Summary:
- Frontier orbital gap: 9.1 eV
- M: 441.9 g mol⁻¹
- Charge: 0
- E: -1816.23026 Ha
- Energy relative to the best compared isomer or geometry (same formula, charge and spin): 350.4 kJ/mol
- SMILES string: Cc1cc(OCc2cc(C(=O)N3CCC(Oc4cccnc4)CC3)no2)cc(C)c1Cl

Cartesian coordinates (Å):
C  -5.535  5.561  -1.336
C  -4.794  4.574  -0.491
C  -3.698  4.956  0.261
C  -3.007  4.038  1.047
O  -1.945  4.547  1.747
C  -1.176  3.678  2.536
C  -0.438  2.661  1.725
C  -0.027  2.645  0.426
C  0.621  1.387  0.290
C  1.196  0.913  -0.994
O  0.944  1.529  -2.019
N  1.984  -0.181  -0.991
C  2.314  -0.984  0.168
C  3.561  -1.817  -0.106
C  3.315  -2.819  -1.245
O  2.658  -3.987  -0.776
C  3.352  -4.929  -0.088
C  2.618  -6.035  0.353
C  3.262  -7.037  1.047
C  4.625  -6.909  1.283
N  5.325  -5.870  0.872
C  4.715  -4.904  0.209
C  2.380  -2.202  -2.296
C  2.451  -0.682  -2.272
N  0.579  0.732  1.426
O  -0.075  1.509  2.318
C  -3.423  2.715  1.080
C  -4.519  2.299  0.333
C  -4.963  0.871  0.361
C  -5.188  3.238  -0.441
Cl  -6.558  2.732  -1.376
H  -5.510  5.254  -2.381
H  -5.095  6.549  -1.248
H  -6.580  5.608  -1.032
H  -3.357  5.979  0.251
H  -1.786  3.167  3.295
H  -0.459  4.327  3.052
H  -0.156  3.385  -0.334
H  2.480  -0.330  1.025
H  1.478  -1.647  0.419
H  4.393  -1.162  -0.366
H  3.828  -2.357  0.803
H  4.272  -3.098  -1.707
H  1.562  -6.078  0.136
H  2.719  -7.901  1.399
H  5.180  -7.665  1.821
H  5.357  -4.086  -0.089
H  1.363  -2.521  -2.065
H  2.629  -2.569  -3.291
H  3.477  -0.344  -2.458
H  1.809  -0.248  -3.042
H  -2.909  1.979  1.678
H  -4.329  0.280  1.016
H  -4.927  0.447  -0.641
H  -5.993  0.802  0.709